No. 1
The following is a DFT calculation (ωB97M-V/def2-TZVPD) of a 12-piece molecular cluster, C65H125N5O24S overall.

Values from the calculation:
- HOMO (Ha) = -0.282
- LUMO energy (eV) = 0.0
- strongest force on any atom (Eh/bohr) = 0.1000

Geometry as XYZ:
```
220
C65H125N5O24S, DFT ωB97M-V/def2-TZVPD
C 4.262 1.318 -7.809
C 4.003 1.654 -9.289
C 2.507 2.121 -9.493
C 2.302 3.584 -9.114
C 3.295 4.549 -9.836
C 4.732 4.076 -9.584
N 4.930 2.652 -9.946
O 6.206 2.204 -9.778
C 5.603 4.921 -10.563
C 5.205 4.446 -8.211
C 4.240 0.334 -10.075
H 3.437 1.677 -7.193
H 5.222 1.768 -7.555
H 4.249 0.259 -7.551
H 2.224 2.014 -10.540
H 1.732 1.512 -9.029
H 2.361 3.849 -8.059
H 1.293 3.895 -9.384
H 3.223 5.567 -9.453
H 2.987 4.529 -10.881
H 5.392 4.587 -11.579
H 5.458 5.998 -10.483
H 6.656 4.699 -10.387
H 4.551 3.977 -7.476
H 6.224 4.140 -7.974
H 5.168 5.509 -7.973
H 5.017 -0.279 -9.619
H 4.564 0.502 -11.102
H 3.351 -0.282 -10.206
H 6.289 1.995 -10.711
C -1.712 5.644 -14.147
C -0.539 5.084 -14.970
C 0.881 5.444 -14.371
C 1.204 4.870 -13.009
C 1.100 3.275 -13.149
C -0.271 2.773 -13.710
N -0.637 3.587 -14.902
O -1.684 3.052 -15.758
C 0.049 1.310 -14.196
C -1.272 2.843 -12.489
C -0.556 5.694 -16.413
H -1.675 5.314 -13.109
H -2.712 5.298 -14.413
H -1.730 6.733 -14.100
H 1.542 5.018 -15.126
H 1.003 6.527 -14.387
H 0.578 5.244 -12.199
H 2.234 5.187 -12.845
H 1.325 3.117 -12.094
H 1.958 2.843 -13.663
H -0.798 0.899 -14.746
H 0.901 1.159 -14.859
H 0.205 0.775 -13.259
H -1.184 1.967 -11.848
H -1.021 3.666 -11.820
H -2.319 3.042 -12.716
H -1.423 5.420 -17.014
H 0.333 5.461 -16.998
H -0.761 6.760 -16.318
H -2.474 3.083 -15.213
C 8.780 -3.092 -5.622
C 7.634 -4.054 -6.023
C 7.707 -5.310 -5.060
C 6.438 -6.145 -5.100
C 5.221 -5.307 -4.987
C 4.983 -4.010 -5.869
N 6.323 -3.285 -5.948
O 6.332 -2.049 -6.622
C 4.453 -4.427 -7.254
C 3.920 -3.103 -5.092
C 7.942 -4.684 -7.366
H 8.629 -2.622 -4.650
H 8.784 -2.235 -6.296
H 9.762 -3.565 -5.630
H 8.531 -5.987 -5.288
H 7.829 -5.083 -4.001
H 6.410 -6.893 -4.307
H 6.408 -6.644 -6.069
H 4.965 -5.077 -3.952
H 4.410 -6.019 -5.140
H 4.440 -3.559 -7.913
H 5.118 -5.151 -7.725
H 3.419 -4.771 -7.236
H 3.899 -2.149 -5.620
H 2.965 -3.628 -5.101
H 4.195 -2.786 -4.086
H 8.823 -5.322 -7.429
H 7.990 -3.931 -8.153
H 7.147 -5.392 -7.602
H 6.037 -1.451 -5.932
C 9.207 2.755 -12.282
C 8.530 2.679 -13.660
C 9.635 2.290 -14.797
C 9.995 0.831 -14.673
C 8.811 -0.116 -14.865
C 7.594 0.308 -13.860
N 7.361 1.805 -13.727
O 6.358 2.157 -12.846
C 6.366 -0.219 -14.604
C 7.696 -0.382 -12.516
C 8.154 4.149 -13.990
H 9.729 3.690 -12.076
H 9.678 1.881 -11.832
H 8.416 2.939 -11.555
H 9.310 2.694 -15.756
H 10.459 2.909 -14.442
H 10.514 0.560 -13.754
H 10.716 0.495 -15.418
H 9.108 -1.146 -14.673
H 8.552 -0.157 -15.923
H 5.513 -0.135 -13.930
H 6.137 0.246 -15.563
H 6.503 -1.284 -14.793
H 6.737 -0.241 -12.019
H 7.947 -1.441 -12.443
H 8.519 0.066 -11.960
H 7.610 4.228 -14.931
H 9.060 4.736 -14.145
H 7.469 4.648 -13.304
H 5.831 2.724 -13.414
C -2.652 1.611 -6.659
C -2.623 0.094 -6.608
C -3.956 -0.525 -7.190
C -3.965 -0.552 -8.722
C -2.646 -1.307 -9.153
C -1.285 -0.662 -8.645
N -1.376 -0.433 -7.207
O -0.158 -0.182 -6.500
C -0.165 -1.805 -8.884
C -0.919 0.600 -9.441
C -2.688 -0.317 -5.092
H -2.892 1.971 -7.659
H -1.729 2.044 -6.273
H -3.467 2.059 -6.091
H -4.227 -1.505 -6.797
H -4.872 0.054 -7.076
H -4.074 0.392 -9.256
H -4.884 -1.044 -9.041
H -2.592 -1.229 -10.238
H -2.742 -2.373 -8.945
H 0.794 -1.625 -8.396
H -0.526 -2.808 -8.656
H 0.158 -1.936 -9.917
H -0.280 0.322 -10.279
H -1.804 1.175 -9.715
H -0.348 1.288 -8.818
H -1.803 0.002 -4.541
H -2.710 -1.402 -4.990
H -3.550 0.053 -4.538
H -0.062 0.749 -6.717
C 2.591 7.839 -11.154
S 1.686 8.632 -12.529
O 0.707 9.601 -11.889
C 3.117 9.777 -12.953
H 3.170 8.568 -10.587
H 3.203 7.076 -11.633
H 1.909 7.279 -10.515
H 2.992 10.576 -12.222
H 2.951 10.096 -13.982
H 4.124 9.369 -13.036
C 10.444 4.724 -9.530
C 9.590 5.528 -8.546
O 8.906 6.358 -9.474
C 9.638 6.511 -10.563
O 9.387 7.295 -11.412
O 10.609 5.616 -10.556
H 9.965 3.813 -9.888
H 11.344 4.329 -9.058
H 10.216 6.040 -7.815
H 8.848 4.869 -8.095
C 8.656 2.125 -7.428
C 8.313 0.648 -7.660
O 9.377 0.176 -8.526
C 10.418 1.070 -8.508
O 11.486 0.945 -9.129
O 10.079 2.123 -7.741
H 8.365 2.422 -6.421
H 8.143 2.792 -8.121
H 7.318 0.584 -8.099
H 8.441 0.131 -6.709
C 3.076 -1.503 -14.711
C 2.909 -3.020 -14.616
O 2.161 -3.202 -13.416
C 2.495 -2.073 -12.678
O 2.174 -1.859 -11.489
O 3.266 -1.188 -13.378
H 2.192 -1.055 -15.164
H 3.888 -1.175 -15.359
H 3.886 -3.492 -14.513
H 2.351 -3.333 -15.498
C 0.507 5.092 -5.774
C -0.053 6.334 -6.521
O 1.093 6.805 -7.073
C 2.162 6.402 -6.503
O 3.258 6.877 -6.777
O 1.875 5.529 -5.570
H 0.378 4.178 -6.354
H -0.088 5.017 -4.864
H -0.456 7.111 -5.872
H -0.771 6.058 -7.294
C 6.890 7.769 -14.283
C 6.301 7.623 -12.918
O 5.163 6.917 -13.107
C 5.219 6.402 -14.327
O 4.373 5.686 -14.755
O 6.313 6.692 -14.955
H 7.948 7.522 -14.198
H 6.733 8.790 -14.631
H 6.096 8.593 -12.464
H 7.015 7.113 -12.271
C 5.763 3.344 -3.256
C 5.544 3.771 -4.760
O 5.891 2.606 -5.352
C 6.288 1.668 -4.549
O 6.718 0.566 -4.917
O 5.967 1.954 -3.238
H 4.879 3.512 -2.642
H 6.683 3.815 -2.910
H 6.132 4.608 -5.136
H 4.504 3.871 -5.071
```

These are the Mulliken partial charges, in e, on atoms 1 to 4:
1. C -1.372
2. C 2.504
3. C -0.812
4. C -0.557

***

No. 2
The following is a DFT calculation (ωB97M-V/def2-TZVPD) of a single C4H6ClNO molecule.

Values from the calculation:
- structure (SMILES) = C/C(=C/Cl)NC=O
- HOMO (Ha) = -0.321
- LUMO energy (eV) = 0.7
- strongest force on any atom (Eh/bohr) = 0.0615

Geometry as XYZ:
```
13
C4H6ClNO, DFT ωB97M-V/def2-TZVPD
C 0.541 1.368 0.012
C -0.422 0.249 -0.050
C 1.323 -1.477 -0.007
C -1.785 0.452 -0.017
H 0.024 2.365 0.001
H 1.231 1.350 -0.848
H 1.115 1.311 0.981
H -0.684 -1.799 0.018
H 1.415 -2.583 -0.025
H -2.132 1.480 -0.064
N 0.033 -1.079 -0.041
O 2.316 -0.802 0.024
Cl -2.976 -0.834 0.016
```

These are the Mulliken partial charges, in e, on atoms 1 to 4:
1. C -1.107
2. C 0.572
3. C -0.019
4. C -0.380

***

No. 3
The following is a DFT calculation (ωB97M-V/def2-TZVPD) of C20H35CrN2PSSi2 as an isolated structure.

Values from the calculation:
- spin multiplicity = 5
- HOMO (spin up / spin down) (Ha) = -0.249 / -0.262
- LUMO energy (spin up / spin down) (eV) = 0.4 / 0.2
- ⟨S²⟩ = 6.023
- strongest force on any atom (Eh/bohr) = 0.0492

Geometry as XYZ:
```
62
C20H35CrN2PSSi2, DFT ωB97M-V/def2-TZVPD
Cr -0.064 -0.344 -0.072
C 4.893 -2.624 3.708
Si 3.995 -0.943 3.607
C 4.858 0.237 2.390
C 4.092 -0.136 5.345
C 2.145 -1.141 3.218
C 1.265 -1.454 4.248
C -0.112 -1.458 4.045
C -0.591 -1.026 2.829
N 0.222 -0.703 1.815
C 1.568 -0.867 1.972
S 2.329 -0.755 0.438
H 5.921 -2.471 4.023
H 4.912 -3.139 2.754
H 4.426 -3.284 4.434
H 5.847 0.509 2.748
H 4.292 1.155 2.260
H 4.968 -0.218 1.412
H 5.127 0.011 5.633
H 3.637 -0.755 6.111
H 3.607 0.836 5.377
H 1.661 -1.704 5.219
H -0.788 -1.751 4.832
H -1.654 -0.940 2.622
C -0.567 0.315 -4.766
Si 0.542 -0.172 -3.278
C 2.023 -1.267 -3.824
C 1.295 1.454 -2.611
N -0.397 -0.807 -1.972
C -1.087 -1.982 -2.016
C -1.847 -2.377 -0.891
C -2.461 -3.609 -0.823
C -2.380 -4.498 -1.881
C -1.706 -4.104 -3.027
C -1.085 -2.875 -3.102
H -0.017 0.939 -5.463
H -1.440 0.875 -4.442
H -0.930 -0.548 -5.313
H 2.693 -0.731 -4.491
H 1.711 -2.174 -4.333
H 2.601 -1.567 -2.953
H 1.658 2.070 -3.428
H 2.132 1.256 -1.950
H 0.572 2.043 -2.054
H -1.975 -1.679 -0.062
H -3.013 -3.879 0.067
H -2.841 -5.469 -1.813
H -1.658 -4.775 -3.872
H -0.568 -2.590 -4.004
C -3.094 1.620 1.187
P -1.649 1.473 0.042
C -0.721 2.970 0.585
C -2.463 2.130 -1.477
H -3.469 2.645 1.172
H -2.794 1.362 2.201
H -3.887 0.944 0.870
H -1.364 3.849 0.605
H 0.113 3.143 -0.093
H -0.317 2.794 1.582
H -2.964 3.077 -1.273
H -3.195 1.407 -1.834
H -1.719 2.269 -2.257
```

These are the Mulliken partial charges, in e, on atoms 1 to 4:
1. Cr -0.567
2. C -1.066
3. Si 0.164
4. C -1.041